DFT (the ωB97M-V functional and the def2-TZVPD basis) results for a structure of composition C37H30I2N6OPr.

```
77
Properties=species:S:1:pos:R:3:lowdin_spin:R:1
Pr -0.1498 0.4749 -0.1051 2.0338
I -5.5058 -5.1501 1.6033 -0.0002
C -4.3830 -3.5751 0.9998 -0.0006
C -4.7328 -2.3073 1.3901 0.0002
C -3.8791 -1.2771 0.9538 -0.0007
I -4.3728 0.5836 1.8222 0.0000
C -2.9178 -1.4109 -0.0612 -0.0001
O -2.1483 -0.3590 -0.4459 -0.0097
C -2.6362 -2.7709 -0.4081 -0.0006
C -1.4863 -2.9196 -1.2865 -0.0001
N -0.1927 -2.3436 -0.7894 -0.0015
C 0.2200 -2.9788 0.4894 0.0005
C -0.4872 -2.4899 1.7470 0.0004
C -1.0468 -3.3610 2.6557 0.0000
C -1.7522 -2.8814 3.7341 0.0003
C -1.6855 -1.5241 3.9800 -0.0001
C -1.1713 -0.6989 3.0393 -0.0001
N -0.6149 -1.1749 1.9366 -0.0024
C -3.3230 -3.8382 0.1684 0.0001
H -5.5961 -2.0416 1.9500 0.0000
H -1.3935 -3.9177 -1.6470 -0.0001
H -1.6234 -2.3299 -2.1703 0.0000
H 0.4499 -2.5828 -1.5437 0.0001
H 0.1807 -4.0709 0.3514 0.0000
H 1.2532 -2.6408 0.6759 0.0001
H -1.1023 -4.4323 2.4209 0.0000
H -2.2602 -3.5917 4.4148 0.0000
H -2.0968 -1.1291 4.9466 0.0000
H -1.3572 0.3715 3.1310 0.0000
H -3.1070 -4.8675 -0.0618 0.0000
C -0.1763 3.4474 2.4445 0.0004
C 0.6131 2.2701 2.9011 0.0000
C 0.6942 1.9478 4.2343 0.0003
C 1.6027 0.9785 4.6743 -0.0001
C 2.3060 0.2610 3.6999 0.0002
C 2.0898 0.5877 2.3478 0.0000
N 1.1908 1.5039 1.9249 -0.0017
C 2.8957 0.0184 1.2840 0.0004
C 4.1194 -0.5137 1.5220 0.0000
C 4.8514 -1.0045 0.4393 0.0002
C 4.3649 -1.0527 -0.8230 -0.0002
C 3.1139 -0.4866 -1.0127 0.0001
N 2.4163 0.0202 -0.0095 -0.0020
C 2.4916 -0.3218 -2.3615 0.0001
C 3.2302 -0.3996 -3.5020 -0.0001
C 2.7105 -0.1535 -4.7741 0.0004
C 1.3603 0.0651 -4.8545 -0.0001
C 0.6296 0.1240 -3.6764 0.0002
C -0.7646 0.4913 -3.7932 0.0001
N 1.1413 -0.0791 -2.4369 -0.0027
H -1.0454 3.5660 3.1757 0.0000
H -0.5311 3.4673 1.4383 0.0002
H 0.4414 4.3560 2.4726 0.0000
H 0.0922 2.4815 4.9532 0.0000
H 1.7769 0.7999 5.7031 0.0000
H 2.9953 -0.4983 3.9962 0.0000
H 4.5467 -0.2582 2.5263 0.0000
H 5.8131 -1.5721 0.6199 0.0000
H 4.9396 -1.4421 -1.6274 0.0000
H 4.3238 -0.5681 -3.4866 0.0000
H 3.3500 -0.0044 -5.6066 0.0000
H 0.8274 0.3598 -5.7119 0.0000
H -0.9330 1.2177 -4.5270 0.0000
H -1.1998 0.9255 -2.8876 0.0000
H -1.3772 -0.3762 -4.1422 0.0000
N 0.0164 6.6734 -4.7526 0.0000
C -0.2472 5.9267 -3.9256 0.0000
C -0.4508 4.8421 -2.9694 -0.0001
C -1.7263 4.4092 -2.6341 -0.0003
C -1.8417 3.3812 -1.7089 -0.0014
C -0.6997 2.7783 -1.0867 -0.0110
C 0.5426 3.3208 -1.4363 -0.0014
C 0.6836 4.3270 -2.3677 -0.0002
H -2.5990 4.8299 -3.0741 0.0000
H -2.8245 2.9784 -1.4822 -0.0001
H 1.4831 2.8856 -0.9987 -0.0002
H 1.6812 4.7243 -2.5796 0.0000
```

Calculated values
Net charge: +1
Relative energy (zero: lowest compared OMol25 entry of this formula, charge and spin), kJ/mol: 101.7
LUMO level (spin up / spin down), eV: -3.63 / -3.62
Calculated total energy, a.u.: -2944.00611
Multiplicity: 3
HOMO-LUMO gap (spin up / spin down), eV: 6.6 / 6.6
⟨S²⟩: 2.003